--- A ---
ORCA calculation (ωB97M-V with the def2-TZVPD basis set) on 10 unconnected molecules or ions with the total composition C40H105N5O20.

The SMILES is COCCNCCOC.COCCNCCOC.COCCNCCOC.COCCNCCOC.COCCNCCOC.OCCO.OCCO.OCCO.OCCO.OCCO. The value obtained for the HOMO-LUMO gap is 8.70 eV. For the HOMO energy, the calculation gives -8.27 eV.

Geometry as ORCA input:
```
! wB97M-V def2-TZVPD RIJCOSX def2/J DEFGRID3
* xyz 0 1
C -4.936 -6.125 -24.493
O -3.765 -6.498 -25.213
C -3.478 -5.556 -26.225
C -2.297 -5.987 -27.076
N -1.154 -6.343 -26.227
C -0.084 -6.945 -26.995
C 1.229 -6.942 -26.201
O 1.152 -7.964 -25.230
C 1.700 -7.717 -23.955
H -5.802 -5.949 -25.137
H -4.720 -5.214 -23.930
H -5.143 -6.990 -23.867
H -3.191 -4.561 -25.858
H -4.356 -5.388 -26.854
H -2.015 -5.130 -27.692
H -2.538 -6.862 -27.695
H -1.521 -7.027 -25.574
H 0.121 -6.432 -27.933
H -0.279 -8.024 -27.068
H 1.360 -5.967 -25.715
H 2.101 -6.990 -26.863
H 2.718 -7.328 -24.055
H 1.700 -8.689 -23.466
H 1.135 -7.004 -23.347
C -12.479 0.712 -26.980
O -12.587 1.773 -26.056
C -12.347 1.331 -24.735
C -12.300 2.561 -23.829
N -11.233 3.480 -24.227
C -9.915 2.979 -23.903
C -8.964 4.000 -23.290
O -8.458 4.869 -24.286
C -7.860 5.990 -23.678
H -13.387 0.110 -27.030
H -11.640 0.043 -26.752
H -12.188 1.095 -27.959
H -11.370 0.823 -24.732
H -13.083 0.563 -24.468
H -12.441 2.437 -22.756
H -13.248 3.033 -24.129
H -11.378 3.426 -25.230
H -9.381 2.489 -24.731
H -10.017 2.140 -23.200
H -8.143 3.465 -22.791
H -9.486 4.573 -22.514
H -6.975 5.712 -23.092
H -8.590 6.463 -23.013
H -7.502 6.757 -24.363
C -14.144 -5.641 -28.438
O -13.038 -4.890 -27.954
C -13.166 -4.624 -26.558
C -12.321 -3.455 -26.127
N -10.918 -3.806 -25.936
C -10.066 -2.619 -25.922
C -8.660 -3.047 -25.567
O -7.725 -2.064 -25.993
C -7.535 -0.862 -25.243
H -14.065 -6.694 -28.158
H -14.272 -5.459 -29.501
H -15.066 -5.315 -27.946
H -12.838 -5.565 -26.094
H -14.182 -4.416 -26.205
H -12.697 -3.126 -25.154
H -12.438 -2.640 -26.850
H -10.581 -4.433 -26.657
H -10.489 -1.841 -25.276
H -10.053 -2.053 -26.867
H -8.341 -4.014 -25.951
H -8.556 -3.158 -24.478
H -7.152 -1.249 -24.291
H -8.473 -0.339 -25.045
H -6.779 -0.288 -25.770
C -9.562 1.898 -30.159
O -9.428 1.655 -28.770
C -8.989 0.347 -28.427
C -7.482 0.194 -28.611
N -7.122 -1.209 -28.514
C -5.676 -1.406 -28.644
C -5.189 -2.695 -28.013
O -5.548 -3.806 -28.842
C -6.659 -4.534 -28.369
H -10.374 2.606 -30.327
H -9.799 0.952 -30.655
H -8.661 2.310 -30.617
H -9.500 -0.348 -29.103
H -9.278 0.200 -27.387
H -6.965 0.816 -27.870
H -7.306 0.466 -29.656
H -7.483 -1.667 -27.669
H -5.251 -0.623 -27.993
H -5.313 -1.217 -29.652
H -5.459 -2.743 -26.957
H -4.096 -2.643 -28.049
H -7.058 -5.076 -29.233
H -7.457 -3.873 -28.034
H -6.421 -5.320 -27.642
C -9.885 1.429 -33.825
O -8.744 1.024 -33.085
C -8.339 -0.277 -33.402
C -7.291 -0.873 -32.464
N -6.961 -2.221 -32.843
C -6.173 -2.898 -31.801
C -5.979 -4.333 -32.264
O -7.215 -5.033 -32.022
C -7.098 -6.420 -32.143
H -9.560 1.462 -34.873
H -10.131 2.464 -33.597
H -10.737 0.759 -33.706
H -7.877 -0.379 -34.395
H -9.143 -1.022 -33.475
H -7.701 -0.786 -31.439
H -6.385 -0.265 -32.376
H -7.740 -2.799 -33.125
H -6.830 -2.899 -30.926
H -5.212 -2.451 -31.561
H -5.287 -4.813 -31.561
H -5.657 -4.470 -33.296
H -6.784 -6.683 -33.163
H -8.078 -6.865 -31.966
H -6.375 -6.839 -31.430
C -10.254 6.135 -31.325
C -9.320 7.040 -30.564
O -7.951 6.723 -31.002
O -11.541 6.295 -30.750
H -9.853 5.149 -31.067
H -10.225 6.286 -32.404
H -9.201 6.710 -29.531
H -9.398 8.122 -30.660
H -7.337 6.845 -30.278
H -12.228 6.080 -31.386
C -10.967 -3.424 -30.489
C -9.633 -3.581 -29.743
O -9.737 -4.605 -28.744
O -11.971 -2.979 -29.584
H -11.274 -4.374 -30.936
H -10.829 -2.672 -31.266
H -9.177 -2.700 -29.296
H -8.897 -3.962 -30.466
H -9.715 -5.469 -29.162
H -12.162 -3.659 -28.898
C -11.995 5.586 -27.619
C -10.578 5.042 -27.453
O -9.927 5.789 -26.401
O -12.891 5.453 -26.537
H -12.400 5.067 -28.494
H -11.965 6.630 -27.957
H -9.968 5.185 -28.344
H -10.633 4.018 -27.091
H -9.526 5.176 -25.751
H -12.413 5.882 -25.808
C -2.786 -1.405 -25.016
C -3.228 0.022 -24.923
O -4.136 0.375 -25.976
O -2.058 -1.693 -26.203
H -3.590 -2.143 -24.895
H -2.089 -1.564 -24.179
H -2.308 0.617 -24.970
H -3.751 0.309 -24.015
H -3.665 0.378 -26.816
H -1.497 -2.449 -26.018
C -6.790 4.981 -34.076
C -7.302 4.068 -32.987
O -6.699 2.782 -33.050
O -7.096 6.359 -33.840
H -7.262 4.652 -35.007
H -5.703 4.909 -34.173
H -8.397 4.113 -33.018
H -7.007 4.442 -32.000
H -7.387 2.100 -32.859
H -7.251 6.448 -32.885
*
```

***

--- B ---
ORCA calculation (ωB97M-V with the def2-TZVPD basis set) on 10 unconnected molecules or ions with the total composition C40H105N5O20.

The SMILES is COCCNCCOC.COCCNCCOC.COCCNCCOC.COCCNCCOC.COCCNCCOC.OCCO.OCCO.OCCO.OCCO.OCCO. The value obtained for the HOMO-LUMO gap is 8.37 eV. For the HOMO energy, the calculation gives -8.31 eV.

Geometry as ORCA input:
```
! wB97M-V def2-TZVPD RIJCOSX def2/J DEFGRID3
* xyz 0 1
C 3.381 -2.801 -0.208
O 4.306 -2.931 -1.269
C 4.171 -1.834 -2.192
C 4.906 -1.905 -3.576
N 4.931 -0.515 -4.206
C 5.470 -0.506 -5.578
C 4.650 0.381 -6.461
O 5.002 1.679 -6.056
C 4.597 2.788 -6.857
H 3.613 -3.671 0.405
H 2.399 -2.788 -0.680
H 3.594 -1.856 0.293
H 4.722 -1.127 -1.572
H 3.112 -1.582 -2.248
H 4.364 -2.587 -4.230
H 5.919 -2.121 -3.235
H 5.397 0.209 -3.678
H 5.563 -1.537 -5.919
H 6.505 -0.164 -5.557
H 3.593 0.231 -6.682
H 4.969 0.196 -7.487
H 4.709 3.530 -6.067
H 3.550 2.685 -7.141
H 5.258 2.899 -7.717
C -5.946 1.872 10.004
O -4.747 2.085 10.580
C -4.295 1.089 11.517
C -4.145 -0.351 10.935
N -3.359 -0.111 9.798
C -3.066 -1.367 9.000
C -2.580 -2.486 9.769
O -3.609 -3.402 10.364
C -3.154 -4.680 10.882
H -6.227 2.834 9.573
H -6.766 1.534 10.638
H -5.980 1.164 9.176
H -5.036 1.009 12.313
H -3.400 1.526 11.961
H -5.093 -0.566 10.442
H -3.674 -1.079 11.596
H -3.652 0.694 9.264
H -2.355 -1.216 8.188
H -3.927 -1.614 8.378
H -1.855 -2.229 10.541
H -2.122 -3.244 9.133
H -2.435 -5.290 10.337
H -4.069 -5.243 11.070
H -2.623 -4.359 11.779
C -4.424 -5.203 -6.792
O -3.309 -4.604 -6.189
C -3.176 -4.891 -4.793
C -4.228 -4.298 -3.844
N -3.996 -2.869 -3.686
C -3.072 -2.509 -2.663
C -2.709 -0.992 -2.757
O -2.166 -0.730 -4.078
C -1.031 -1.439 -4.506
H -4.832 -4.481 -7.500
H -5.244 -5.484 -6.131
H -4.050 -5.973 -7.466
H -2.125 -4.634 -4.655
H -3.225 -5.979 -4.762
H -4.307 -4.836 -2.899
H -5.212 -4.458 -4.285
H -3.710 -2.433 -4.551
H -2.160 -3.105 -2.683
H -3.376 -2.703 -1.635
H -1.983 -0.871 -1.953
H -3.607 -0.419 -2.526
H -0.795 -1.236 -5.551
H -1.213 -2.502 -4.667
H -0.116 -1.454 -3.914
C 1.635 -5.820 -7.253
O 1.900 -5.815 -5.845
C 1.318 -7.007 -5.257
C 1.684 -6.954 -3.729
N 0.760 -7.817 -3.039
C 0.735 -7.740 -1.574
C -0.400 -6.783 -1.091
O -1.645 -7.088 -1.784
C -2.389 -8.194 -1.435
H 2.145 -4.886 -7.490
H 0.568 -5.753 -7.467
H 2.190 -6.592 -7.786
H 1.759 -7.891 -5.717
H 0.283 -6.884 -5.577
H 1.410 -5.973 -3.342
H 2.728 -7.266 -3.734
H -0.081 -7.579 -3.545
H 1.605 -7.241 -1.146
H 0.495 -8.717 -1.154
H -0.067 -5.796 -1.411
H -0.559 -6.755 -0.013
H -1.709 -8.949 -1.041
H -3.051 -8.605 -2.196
H -2.974 -7.840 -0.586
C 1.898 3.457 -1.743
O 0.764 3.833 -0.927
C 1.164 3.798 0.426
C -0.157 3.594 1.258
N -0.603 2.169 1.331
C 0.442 1.208 2.028
C -0.255 0.263 2.969
O 0.679 -0.569 3.652
C 0.219 -1.932 3.930
H 2.359 2.478 -1.616
H 2.559 4.322 -1.689
H 1.611 3.447 -2.794
H 1.754 4.611 0.850
H 1.732 2.902 0.672
H -1.034 4.130 0.894
H -0.003 4.032 2.244
H -0.864 1.781 0.435
H 1.050 1.852 2.664
H 1.263 0.894 1.383
H -0.895 -0.346 2.330
H -0.706 0.692 3.863
H -0.575 -2.085 4.661
H 1.014 -2.607 4.246
H -0.376 -2.337 3.111
C 4.244 2.490 5.928
C 4.398 2.872 4.426
O 4.368 1.645 3.590
O 3.289 1.422 6.057
H 3.784 3.315 6.473
H 5.239 2.379 6.360
H 5.338 3.421 4.363
H 3.611 3.543 4.082
H 5.105 1.075 3.819
H 2.877 1.079 5.261
C -0.788 5.602 -7.182
C -1.261 4.476 -6.212
O -1.222 3.145 -6.753
O -1.693 5.710 -8.338
H 0.161 5.261 -7.596
H -0.759 6.504 -6.571
H -2.264 4.676 -5.835
H -0.795 4.565 -5.231
H -1.496 2.505 -6.092
H -1.749 4.854 -8.770
C -6.324 6.506 0.917
C -6.293 6.001 2.399
O -6.585 7.007 3.404
O -7.327 7.555 0.647
H -6.331 5.680 0.206
H -5.371 7.028 0.823
H -5.296 5.598 2.580
H -7.025 5.200 2.506
H -5.780 7.307 3.833
H -7.401 8.160 1.389
C -1.419 10.893 -0.605
C -1.089 9.547 0.049
O 0.186 9.245 -0.432
O -0.641 11.923 0.022
H -2.453 11.232 -0.544
H -1.211 10.864 -1.675
H -1.868 8.824 -0.195
H -1.239 9.509 1.128
H 0.575 8.494 0.022
H 0.233 11.787 -0.351
C 8.651 -0.063 0.557
C 8.262 1.431 0.820
O 7.075 1.587 -0.019
O 7.787 -1.075 1.061
H 9.656 -0.226 0.946
H 8.605 -0.164 -0.527
H 9.040 2.104 0.458
H 8.023 1.811 1.813
H 6.387 1.999 0.510
H 6.908 -1.088 0.676
*
```

***

A takes first place; second place is 726.7 kJ/mol up.

***

--- A ---
ORCA calculation (ωB97M-V with the def2-TZVPD basis set) on a single H4N3P molecule.

The value obtained for the HOMO-LUMO gap is 9.56 eV. For the HOMO energy, the calculation gives -8.84 eV.

Geometry as ORCA input:
```
! wB97M-V def2-TZVPD RIJCOSX def2/J DEFGRID3
* xyz 0 1
N 1.086 -1.036 -0.254
N 0.682 1.167 -0.158
N 0.335 -0.065 -0.176
P -1.505 -0.067 -0.240
H 0.757 -1.834 -0.659
H 1.765 1.315 0.161
H -1.640 1.205 0.286
H -1.481 -0.685 1.040
*
```

***

--- B ---
ORCA calculation (ωB97M-V with the def2-TZVPD basis set) on 2 unconnected molecules or ions with the total composition H4N3P.

The value obtained for the HOMO-LUMO gap (alpha / beta) is 7.85 / 7.85 eV. For the HOMO energy (alpha / beta), the calculation gives -8.20 / -8.20 eV.

Geometry as ORCA input:
```
! wB97M-V def2-TZVPD RIJCOSX def2/J DEFGRID3
* xyz 0 1
N -1.722 0.072 -0.679
N -1.000 0.888 -1.120
N -0.212 -1.129 0.294
P 0.575 1.342 -0.697
H -0.848 -1.679 0.826
H -0.015 -1.493 -0.584
H 0.864 1.845 -1.947
H 1.124 0.033 -0.849
*
```

***

--- C ---
ORCA calculation (ωB97M-V with the def2-TZVPD basis set) on a single H4N3P molecule.

The SMILES is [H]/N=N/[PH2]=N. The value obtained for the HOMO-LUMO gap is 8.69 eV. For the HOMO energy, the calculation gives -8.97 eV.

Geometry as ORCA input:
```
! wB97M-V def2-TZVPD RIJCOSX def2/J DEFGRID3
* xyz 0 1
N 1.744 0.556 0.110
N -2.051 0.118 0.169
N -0.899 0.308 -0.278
P 0.636 -0.517 -0.138
H 1.782 1.306 0.780
H -2.697 0.899 0.185
H 0.607 -0.944 -1.358
H 0.878 -1.725 0.528
*
```

***

C takes first place; second place is 33.2 kJ/mol up.

***

--- A ---
ORCA calculation (ωB97M-V with the def2-TZVPD basis set) on a molecular structure, C8H10F6N3NaO13.

The value obtained for the HOMO-LUMO gap is 5.56 eV. For the HOMO energy, the calculation gives -2.02 eV.

Geometry as ORCA input:
```
! wB97M-V def2-TZVPD RIJCOSX def2/J DEFGRID3
* xyz -2 1
Na 7.287 12.384 -17.396
N 7.538 15.359 -19.191
O 6.771 14.497 -18.666
O 8.202 15.086 -20.197
O 7.636 16.494 -18.673
N 9.126 10.766 -19.591
O 8.299 11.607 -20.022
O 8.989 10.277 -18.455
O 10.122 10.481 -20.291
N 10.513 14.070 -17.009
O 9.462 13.403 -16.753
O 10.899 14.928 -16.197
O 11.117 13.836 -18.059
C 3.921 13.213 -15.513
C 3.482 14.689 -15.693
O 2.090 14.824 -16.021
C 1.253 15.089 -15.033
O 1.502 15.085 -13.865
C -0.174 15.366 -15.571
F -0.351 14.740 -16.749
F -1.087 14.918 -14.724
F -0.343 16.672 -15.785
H 3.253 12.614 -16.133
H 3.895 12.907 -14.473
H 4.889 13.170 -16.001
H 4.078 15.145 -16.482
H 3.792 15.241 -14.806
C 4.723 13.234 -20.484
C 3.648 12.739 -19.526
O 3.565 11.280 -19.415
C 4.314 10.676 -18.538
O 5.110 11.189 -17.798
C 4.299 9.138 -18.711
F 5.482 8.730 -19.165
F 4.096 8.515 -17.547
F 3.394 8.747 -19.620
H 4.346 13.434 -21.487
H 5.547 12.527 -20.561
H 5.013 14.196 -20.065
H 2.657 13.038 -19.864
H 3.768 13.049 -18.489
*
```

***

--- B ---
ORCA calculation (ωB97M-V with the def2-TZVPD basis set) on a molecular structure, C8H10F6N3NaO13.

The value obtained for the HOMO-LUMO gap is 5.42 eV. For the HOMO energy, the calculation gives -1.76 eV.

Geometry as ORCA input:
```
! wB97M-V def2-TZVPD RIJCOSX def2/J DEFGRID3
* xyz -2 1
Na -0.979 0.323 -1.374
N -4.182 -0.686 -0.064
O -2.985 -0.348 0.171
O -4.620 -1.833 0.085
O -4.943 0.200 -0.563
N 0.510 1.483 -4.621
O 1.349 2.398 -4.757
O 0.516 0.725 -3.615
O -0.391 1.322 -5.485
N -2.173 -1.731 -3.661
O -3.386 -1.777 -3.376
O -1.309 -1.774 -2.726
O -1.781 -1.639 -4.835
C 3.393 1.792 2.414
C 2.330 1.663 1.323
O 2.103 2.942 0.737
C 1.049 3.048 -0.081
O 0.390 2.105 -0.387
C 0.818 4.449 -0.704
F 1.581 5.370 -0.102
F 1.211 4.362 -1.972
F -0.465 4.714 -0.625
H 4.377 2.039 2.016
H 3.489 0.896 3.028
H 3.126 2.581 3.123
H 1.479 1.061 1.643
H 2.750 0.941 0.616
C -1.975 -3.098 3.159
C -1.013 -2.062 2.594
O 0.010 -2.612 1.786
C 0.539 -1.925 0.793
O 0.243 -0.807 0.495
C 1.631 -2.661 0.051
F 1.728 -3.969 0.272
F 1.515 -2.437 -1.253
F 2.803 -2.129 0.497
H -2.499 -3.624 2.364
H -2.601 -2.658 3.934
H -1.467 -3.891 3.720
H -0.602 -1.425 3.383
H -1.565 -1.330 1.995
*
```

***

A takes first place; second place is 26.4 kJ/mol up.

***

--- A ---
ORCA calculation (ωB97M-V with the def2-TZVPD basis set) on a single HPS5 molecule.

The SMILES is S=S1#S#S#S#[PH]1. The value obtained for the HOMO-LUMO gap is 7.03 eV. For the HOMO energy, the calculation gives -8.30 eV.

Geometry as ORCA input:
```
! wB97M-V def2-TZVPD RIJCOSX def2/J DEFGRID3
* xyz 0 1
P -1.243 -0.394 -0.799
S -0.643 -0.236 2.809
S 0.482 -0.715 -1.871
S -0.357 0.739 1.208
S 1.125 1.252 -1.507
S 1.817 1.072 0.391
H -1.182 -1.719 -0.232
*
```

***

--- B ---
ORCA calculation (ωB97M-V with the def2-TZVPD basis set) on a single HPS5 molecule.

The value obtained for the HOMO-LUMO gap (alpha / beta) is 7.34 / 6.10 eV. For the HOMO energy (alpha / beta), the calculation gives -8.65 / -8.09 eV.

Geometry as ORCA input:
```
! wB97M-V def2-TZVPD RIJCOSX def2/J DEFGRID3
* xyz 0 1
P -1.057 1.472 0.792
S 2.801 -1.249 1.010
S -1.966 -0.179 -0.084
S 1.910 -0.056 -0.127
S -1.057 -0.180 -1.998
S 0.670 -1.155 -1.794
H -1.302 1.347 2.201
*
```

***

A takes first place; second place is 76.4 kJ/mol up.